Molecular formula: C21H22I2N2O2TeTl
Method: DFT, ωB97M-V/def2-TZVPD

**Energy relative to the best compared isomer or geometry (same formula, charge and spin)**: 0.401 eV
**Charge**: -1
**E_HOMO**: -3.7 eV
**Kohn-Sham gap**: 5.97 eV
**E**: -2109.31403 Eh

Positions of all 51 atoms, in Å:
Tl1 -0.15538 2.01638 -0.23502
I1 5.11310 0.31477 -0.27271
C1 3.88385 0.43921 1.40539
C2 4.45340 0.43201 2.67755
C3 3.66652 0.48704 3.80098
I2 4.61503 0.49061 5.66858
C4 2.25582 0.53358 3.69011
C5 1.35821 0.54101 4.78302
C6 0.01121 0.55768 4.56529
C7 -0.46173 0.60459 3.24145
N1 0.33852 0.61692 2.20655
C8 1.67856 0.56077 2.39269
C9 2.49308 0.51942 1.16953
O1 1.96865 0.51655 0.02848
H1 5.52922 0.37611 2.77596
H2 1.75318 0.53676 5.79068
H3 -0.68836 0.53599 5.39100
H4 -1.52685 0.64742 3.03373
C10 0.20536 -0.32055 -2.87889
N2 -0.07770 1.10348 -2.77749
C11 0.86259 1.86114 -3.58417
C12 -1.45888 1.40062 -3.14070
C13 -2.44564 0.76459 -2.17693
C14 -3.64779 0.27188 -2.67814
C15 -4.58663 -0.29059 -1.82185
C16 -4.29481 -0.38044 -0.46756
C17 -3.07954 0.10512 0.01187
C18 -2.12381 0.70399 -0.81155
H5 0.13386 -0.67064 -3.92316
H6 -0.50379 -0.87735 -2.26882
H7 1.21280 -0.51124 -2.50264
H8 0.76269 1.62967 -4.65807
H9 1.87979 1.62480 -3.27035
H10 0.69688 2.92980 -3.43769
H11 -1.66439 1.08087 -4.17737
H12 -1.57390 2.49066 -3.11067
H13 -3.85383 0.31903 -3.74474
H14 -5.52831 -0.66183 -2.20935
H15 -5.00715 -0.83816 0.21172
H16 -2.87501 -0.00176 1.07580
O2 0.05602 5.84298 -0.45344
C19 0.06650 5.03653 -1.24429
C20 -0.07025 -3.62904 1.73952
Te1 0.63524 -2.33544 0.19214
C21 0.19736 -3.79068 -1.31152
H17 -1.08741 -3.94725 1.51693
H18 -0.07037 -3.06121 2.66969
H19 0.58087 -4.49389 1.84708
H20 0.77300 -4.69882 -1.14338
H21 0.46839 -3.36896 -2.27894
H22 -0.86818 -4.01411 -1.30629

These are the Löwdin partial charges, in e, on atoms 1 to 8:
1. Tl 0.7970
2. I 0.8326
3. C -0.6536
4. C -0.2564
5. C -0.6917
6. I 0.8303
7. C -0.2191
8. C -0.0639